Molecular formula: C4H11N3O
Method: DFT, ωB97M-V with the def2-TZVPD basis set

XYZ file:
```
19
Properties=species:S:1:pos:R:3:forces:R:3
C -0.5673 -1.6661 -1.5086 -2.90 -0.33 -3.38
N 0.4815 -2.2751 -1.1204 0.32 1.40 -0.42
C 0.8537 -2.1181 0.3362 0.41 -0.04 -0.70
O 1.3223 -3.0482 0.8648 0.05 -0.10 0.66
C 0.8330 -0.6580 0.8516 0.47 -1.45 1.06
N -0.2715 0.2275 0.3913 2.21 0.46 -0.05
C 0.2922 1.2055 -0.6229 -1.80 -0.88 1.46
N -0.7879 0.8950 1.5609 0.61 1.99 -0.15
H -1.3873 -1.1585 -0.8621 2.02 -1.23 -0.89
H -0.8088 -1.7174 -2.6725 0.53 0.22 2.53
H 1.1676 -2.6274 -1.8586 -0.95 0.03 1.43
H 0.9052 -0.7923 1.9692 -0.32 0.31 -1.01
H 1.8513 -0.3523 0.5574 -0.36 0.55 -0.01
H -0.4301 1.9428 -0.8259 -1.41 0.46 -1.01
H 1.0387 1.7841 -0.2223 2.41 1.00 1.28
H 0.6745 0.6786 -1.4550 0.02 -0.51 -0.96
H -1.6322 1.3787 1.2858 -0.64 0.33 -0.24
H -0.2230 1.6424 2.1082 -0.27 -1.45 -0.97
H -1.0794 0.1540 2.1524 -0.40 -0.75 1.36
```
Forces are in eV/Å.

Computed properties:
- E_tot (eV) = -10823.2545
- charge = +2
- energy relative to the best compared isomer or geometry (same formula, charge and spin) (eV) = 2.923
- lowest unoccupied orbital energy (eV) = -9.086
- gap between HOMO and LUMO (eV) = 10.2
- molar mass (g/mol) = 117.2

=====

Molecular formula: C4H11N3O2
Method: DFT, ωB97M-V with the def2-TZVPD basis set

XYZ file:
```
20
Properties=species:S:1:pos:R:3:forces:R:3
H -0.7392 -0.9878 1.1651 -0.28 -0.73 -0.54
N -0.1117 -0.7629 0.4023 1.10 0.34 -0.10
C 0.4890 -1.7097 -0.2417 -1.43 0.28 0.39
N 0.0513 -2.9986 -0.2265 -0.11 -0.70 0.48
N 1.5589 -1.4871 -1.1091 -0.18 0.79 -0.45
C 1.7423 -0.0820 -1.5681 -0.65 -1.04 0.44
H 0.3112 -3.5746 -0.9931 0.52 -0.23 -0.49
H -0.8977 -3.1975 0.0577 0.25 0.39 0.32
H 2.4291 -1.8448 -0.7412 -0.10 -0.35 0.01
H 2.4917 -0.1306 -2.3523 0.30 0.41 0.29
H 1.9171 0.5631 -0.7105 0.49 0.31 -0.25
H 0.8157 0.2517 -2.0219 -0.12 0.01 -0.10
C -1.2394 2.2207 1.8216 2.80 -0.19 1.20
C -1.6829 2.2216 0.3997 -0.43 -0.19 1.12
O -2.7302 2.7032 0.0828 -0.31 0.40 -0.85
O -0.8189 1.6216 -0.4183 -0.44 -0.40 -1.05
H -0.1442 2.3951 1.8491 -0.27 0.12 -0.42
H -1.2023 1.2160 2.2509 -0.71 -0.08 -0.03
H -1.5710 2.9486 2.5528 -1.05 -0.05 -0.36
H -0.6689 0.6340 -0.1993 0.61 0.90 0.37
```
Forces are in eV/Å.

Computed properties:
- E_tot (eV) = -12891.5140
- energy relative to the best compared isomer or geometry (same formula, charge and spin) (eV) = 1.316
- lowest unoccupied orbital energy (eV) = 0.543
- gap between HOMO and LUMO (eV) = 10.1
- molar mass (g/mol) = 133.2

=====

Molecular formula: C4H11N3O2
Method: DFT, ωB97M-V with the def2-TZVPD basis set

XYZ file:
```
20
Properties=species:S:1:pos:R:3:forces:R:3
C -1.7886 1.7825 0.2564 0.01 0.59 0.24
C 0.2065 1.6851 -1.1732 0.67 -0.23 -0.15
N 0.3530 0.4012 -0.9832 -0.34 0.49 -0.54
N -0.7703 2.3893 -0.6146 -0.59 -0.15 0.47
N 1.0982 2.3052 -1.9525 0.35 1.61 -0.67
H -0.0497 -0.0301 -0.1698 0.12 -1.40 0.82
H 1.1425 -0.0806 -1.3825 0.06 -0.28 0.33
H -0.8986 3.3588 -0.8550 0.22 -0.16 -0.10
H 1.1461 3.3291 -1.9381 0.05 -0.96 -0.20
H 1.8701 1.7967 -2.3629 -0.24 0.20 0.25
H -2.1203 2.5901 0.9544 0.33 -0.97 -0.31
H -1.3460 0.9171 0.7746 -0.37 0.54 0.18
H -2.6580 1.4525 -0.3195 0.16 -0.02 0.01
C 0.3547 -3.6364 1.8024 0.17 0.34 0.12
C 0.7705 -2.4863 0.8649 0.47 0.94 -0.21
O 0.4471 -1.2875 1.1478 -1.04 0.20 0.64
O 1.4566 -2.7454 -0.1322 0.12 -0.79 -0.47
H 1.2610 -4.1770 2.1277 -0.44 0.03 -0.38
H -0.3287 -4.2950 1.2520 0.31 -0.04 0.18
H -0.1462 -3.2693 2.7032 -0.01 0.05 -0.23
```
Forces are in eV/Å.

Computed properties:
- E_tot (eV) = -12891.6161
- energy relative to the best compared isomer or geometry (same formula, charge and spin) (eV) = 1.214
- lowest unoccupied orbital energy (eV) = -0.210
- gap between HOMO and LUMO (eV) = 7.0
- molar mass (g/mol) = 133.2

=====

Molecular formula: C4H11N3O2
Method: DFT, ωB97M-V with the def2-TZVPD basis set

XYZ file:
```
20
Properties=species:S:1:pos:R:3:forces:R:3
H -2.0863 0.9706 1.4226 0.64 0.37 0.10
N -2.0181 0.4075 0.5939 -0.17 -0.47 -0.16
C -1.1275 0.6156 -0.2850 0.03 0.83 -0.05
N -1.1981 -0.0792 -1.4707 1.17 0.80 -0.81
N 0.0340 1.4750 -0.2622 -0.36 -0.89 1.41
C 0.1384 2.5877 -1.1765 -0.95 0.04 -1.19
H -0.5394 0.2936 -2.1733 -0.85 -0.78 0.44
H -2.1174 -0.3496 -1.7851 0.13 0.04 0.07
H 0.3200 1.7399 0.6789 -0.55 -0.07 -0.30
H 0.4708 2.3021 -2.1843 0.89 0.05 0.47
H 0.6773 3.4032 -0.7138 0.53 -0.09 -0.24
H -0.8290 2.9990 -1.4446 -0.62 0.22 0.44
C 0.5129 -2.3865 1.7481 2.86 0.03 -0.95
C 1.4951 -2.1896 0.5666 -0.14 -1.46 0.26
O 1.9726 -3.1660 0.0542 0.43 0.45 -0.34
O 1.8216 -0.9508 0.1396 -0.72 0.18 0.20
H -0.4477 -2.3531 1.2345 -0.42 0.15 1.22
H 0.9172 -1.6996 2.4813 -1.40 1.07 0.31
H 0.8879 -3.3144 2.2153 -1.11 -0.15 -0.74
H 1.1157 -0.3052 0.3606 0.60 -0.30 -0.16
```
Forces are in eV/Å.

Computed properties:
- E_tot (eV) = -12891.1681
- energy relative to the best compared isomer or geometry (same formula, charge and spin) (eV) = 1.662
- lowest unoccupied orbital energy (eV) = 0.524
- gap between HOMO and LUMO (eV) = 10.1
- molar mass (g/mol) = 133.2

=====

Molecular formula: C4H11N3O2
Method: DFT, ωB97M-V with the def2-TZVPD basis set

XYZ file:
```
20
Properties=species:S:1:pos:R:3:forces:R:3
H 0.9588 1.3341 -0.6733 0.60 -0.01 -0.02
N 0.6881 0.4702 -0.2240 0.37 0.04 1.00
C 1.5914 -0.4219 -0.0050 -2.71 1.19 -0.56
N 1.1060 -1.5531 0.6995 2.39 0.08 -1.29
N 2.8467 -0.3213 -0.5226 0.93 -0.89 -0.24
C 3.8863 -1.2571 -0.2580 1.03 -2.58 1.96
H 1.3722 -2.4634 0.3178 -0.39 0.54 0.96
H 0.5718 -1.3969 1.5321 -0.05 -0.31 -0.20
H 3.0294 0.3135 -1.2929 -0.58 -0.15 0.50
H 4.6842 -1.2843 -0.9914 -0.09 0.52 -0.28
H 3.5704 -2.3517 -0.2019 -0.13 1.31 -0.36
H 4.3872 -1.1569 0.7580 -0.55 0.42 -1.05
C -2.4331 1.8472 1.0489 1.19 1.34 0.55
C -2.7210 0.9320 -0.0693 -1.18 -6.02 -0.86
O -3.7905 0.7032 -0.5741 -0.26 2.35 -0.14
O -1.8328 -0.1821 -0.3708 0.80 2.55 4.53
H -1.5130 1.5560 1.6059 -0.57 0.40 -0.56
H -3.2480 1.9933 1.7708 -0.05 -0.57 -0.53
H -2.3059 2.8436 0.5988 0.35 -0.15 0.27
H -1.2308 -0.1971 0.5081 -1.11 -0.05 -3.69
```
Forces are in eV/Å.

Computed properties:
- E_tot (eV) = -12890.2350
- energy relative to the best compared isomer or geometry (same formula, charge and spin) (eV) = 2.595
- lowest unoccupied orbital energy (eV) = 0.576
- gap between HOMO and LUMO (eV) = 9.3
- molar mass (g/mol) = 133.2

=====

Molecular formula: C4H11N3O2
Method: DFT, ωB97M-V with the def2-TZVPD basis set

XYZ file:
```
20
Properties=species:S:1:pos:R:3:forces:R:3
H -0.9834 -0.1580 0.2129 -0.57 0.05 -0.37
N -0.3177 0.0339 -0.5189 1.11 0.13 0.36
C -0.6507 0.0172 -1.7393 -0.45 -0.05 0.18
N 0.2504 0.4055 -2.7093 -0.85 0.26 -0.17
N -1.8761 -0.3907 -2.2819 0.44 -0.54 -0.05
C -2.6579 -1.3918 -1.6224 -0.53 -0.59 1.03
H 0.3357 -0.2041 -3.4997 0.13 0.30 -0.22
H 0.9267 1.1085 -2.4927 0.43 -0.31 0.13
H -2.3164 0.2461 -2.9165 0.05 -0.06 -0.27
H -3.7148 -1.1478 -1.5081 0.03 0.32 -0.15
H -2.2822 -1.5352 -0.6077 -0.06 0.15 0.03
H -2.6344 -2.4083 -2.0372 0.25 0.30 -0.54
C 1.9401 1.3774 3.3568 -0.41 0.00 0.20
C 2.3337 0.4115 2.2750 0.63 -0.09 -0.79
O 3.3804 0.3919 1.6868 0.34 0.09 0.21
O 1.3421 -0.4296 1.9999 -2.08 1.98 2.62
H 1.5760 2.3206 2.9504 0.05 -0.08 -0.28
H 2.7740 1.6164 4.0076 0.18 -0.14 -0.06
H 1.1232 0.9387 3.9249 0.05 0.09 0.15
H 1.4514 -1.2020 1.5191 1.26 -1.82 -2.00
```
Forces are in eV/Å.

Computed properties:
- E_tot (eV) = -12891.5524
- energy relative to the best compared isomer or geometry (same formula, charge and spin) (eV) = 1.278
- lowest unoccupied orbital energy (eV) = 0.785
- gap between HOMO and LUMO (eV) = 9.5
- molar mass (g/mol) = 133.2

=====

Molecular formula: C4H11N3O2
Method: DFT, ωB97M-V with the def2-TZVPD basis set

XYZ file:
```
20
Properties=species:S:1:pos:R:3:forces:R:3
C 2.1985 1.0156 -0.4820 -0.17 0.73 -0.21
N 0.7583 0.9965 -0.3409 0.34 -1.49 0.85
C 0.0765 2.0151 -0.0750 -0.03 1.19 -0.37
N 0.5298 3.3542 -0.1708 -0.81 0.20 0.13
N -1.2746 1.9262 0.2117 0.85 0.02 -0.14
H 2.7581 1.5242 0.3167 -0.33 0.20 0.09
H 2.4467 1.5279 -1.4174 0.31 -0.15 -0.06
H 2.6100 0.0096 -0.4795 -0.23 -0.14 -0.27
H 1.3928 3.6170 0.2751 0.23 -0.40 -0.05
H -0.1997 4.0093 0.0930 0.37 -0.04 0.03
H -1.6231 1.0171 0.4455 -0.31 -0.03 -0.13
H -1.8445 2.7474 0.1775 -0.26 -0.23 0.13
C -1.0772 -3.0120 -0.7372 -0.38 -0.57 -1.29
C -1.2357 -2.7192 0.6985 1.44 1.15 2.04
O -1.9859 -1.9487 1.2128 -1.22 -0.16 -0.42
O -0.1551 -3.1550 1.4645 0.74 -0.96 -1.03
H -0.4144 -3.8467 -0.9145 0.18 -0.12 0.08
H -0.7106 -2.1595 -1.3066 0.29 0.31 0.45
H -2.0245 -3.2245 -1.2361 -0.18 -0.08 0.41
H -0.2254 -3.6944 2.2647 -0.84 0.56 -0.23
```
Forces are in eV/Å.

Computed properties:
- E_tot (eV) = -12891.3754
- energy relative to the best compared isomer or geometry (same formula, charge and spin) (eV) = 1.455
- lowest unoccupied orbital energy (eV) = 0.821
- gap between HOMO and LUMO (eV) = 9.3
- molar mass (g/mol) = 133.2

=====

Molecular formula: C4H11N3O2
Method: DFT, ωB97M-V with the def2-TZVPD basis set

XYZ file:
```
20
Properties=species:S:1:pos:R:3:forces:R:3
C -1.9506 -1.4237 0.9525 0.61 -0.87 0.57
C 0.3374 -0.6285 1.3388 -0.20 0.47 -0.01
N 1.2344 0.3183 1.1074 0.52 -0.33 0.33
N -0.8490 -0.4994 0.7864 -0.57 -0.48 0.17
N 0.6216 -1.6750 2.1377 0.03 0.36 -0.25
H 1.0483 1.1158 0.4850 -0.25 0.64 -0.49
H 2.1418 0.3258 1.5364 -0.03 -0.30 0.10
H -0.9440 0.2408 0.0922 -0.15 0.90 -0.80
H -0.1123 -2.3104 2.3836 0.20 -0.16 0.19
H 1.5349 -1.7121 2.5484 -0.12 -0.30 0.22
H -2.3545 -1.3748 1.9709 -0.03 0.01 -0.12
H -1.5769 -2.4425 0.7755 -0.27 0.02 0.05
H -2.7688 -1.2736 0.2570 0.25 0.47 -0.17
C 0.7505 1.5465 -2.9428 -0.16 0.19 -0.49
C 0.2081 1.7145 -1.5405 0.02 0.83 -0.29
O 0.9439 2.3328 -0.7255 -0.08 -0.63 0.41
O -0.9250 1.2283 -1.3011 0.01 -0.47 0.43
H 1.4622 2.3260 -3.1926 0.34 -0.04 0.23
H -0.0394 1.6258 -3.6959 -0.02 -0.45 0.21
H 1.2374 0.5655 -2.9733 -0.08 0.14 -0.28
```
Forces are in eV/Å.

Computed properties:
- E_tot (eV) = -12892.6108
- energy relative to the best compared isomer or geometry (same formula, charge and spin) (eV) = 0.219
- lowest unoccupied orbital energy (eV) = 0.198
- gap between HOMO and LUMO (eV) = 8.6
- molar mass (g/mol) = 133.2